C26H50NP3SeTm | wB97M-V/def2-TZVPD

The geometry in XYZ format:
```
82
C26H50NP3SeTm (wB97M-V/def2-TZVPD)
Tm -0.19642 0.95606 0.07869
P 0.30258 -2.47048 0.14031
P 1.84185 -0.05699 -1.64714
P -2.54079 -0.13724 0.93496
H -0.86139 4.18105 -2.55313
C -1.19487 3.99559 -1.50656
C -0.61789 3.16477 -0.58444
H 0.47660 2.85026 -0.67955
C -0.68996 -3.62688 -0.88151
C 1.87213 -3.43404 0.02632
C -0.24899 -3.11609 1.74447
C 1.80965 1.41311 -2.80680
C 3.65048 -0.16004 -1.40662
C 1.75391 -1.30461 -2.99696
C -3.57507 1.34565 0.66134
C -2.74811 -0.42264 2.72149
C -3.63815 -1.44431 0.32615
H -2.08031 4.61705 -1.24379
H -1.15712 3.22828 0.39186
H -0.36707 -4.64121 -0.60811
H -0.50693 -3.48678 -1.95237
H -1.76364 -3.54769 -0.67656
H 1.59301 -4.38609 -0.43848
H 2.28215 -3.68914 1.01999
H 2.64954 -2.96426 -0.60189
H 0.25022 -4.09488 1.85941
H -1.33297 -3.30138 1.75245
H 0.04235 -2.47845 2.58585
H 2.66901 1.25920 -3.49032
H 1.96253 2.34898 -2.23898
H 0.86084 1.45017 -3.37815
H 4.12109 0.27026 -2.30566
H 3.94263 -1.21433 -1.32204
H 3.99868 0.40371 -0.52555
H 2.54625 -1.04198 -3.71708
H 0.77424 -1.26009 -3.49717
H 1.93290 -2.30850 -2.59812
H -4.57396 1.12046 1.07519
H -3.67715 1.56090 -0.41259
H -3.14607 2.21779 1.16931
H -3.74895 -0.06544 2.98347
H -2.01019 0.11187 3.32622
H -2.67045 -1.49683 2.91926
H -4.65643 -1.22035 0.70961
H -3.30345 -2.42861 0.70242
H -3.63492 -1.44476 -0.77959
C -2.63487 1.11500 -3.84157
C -2.49283 2.50536 -3.97693
C -3.47240 3.24523 -4.70644
C -4.53729 2.56315 -5.29500
C -4.64387 1.16135 -5.12231
C -3.74269 0.45447 -4.35195
Se -1.76113 -0.49353 -2.88185
H -1.41855 0.82583 -2.31919
H -1.64694 2.97111 -3.47290
H -3.41806 4.34345 -4.79487
H -5.32822 3.09881 -5.84533
H -5.45205 0.61683 -5.59871
H -3.89053 -0.60101 -4.12155
C 4.33025 0.36905 3.88935
N 3.97052 -0.28958 2.61825
C 5.10823 -1.13128 2.10986
C 2.67820 -1.07446 2.68731
C 1.54111 -0.14430 3.02462
C 0.97689 -0.13256 4.33771
C 0.05759 0.88385 4.72437
C -0.32163 1.85407 3.78477
C 0.15893 1.78752 2.44274
C 1.01698 0.74563 2.07211
H 4.42501 -0.41602 4.64012
H 3.53684 1.09146 4.16521
H 5.29420 0.87354 3.73467
H 3.79276 0.45402 1.93380
H 5.26048 -1.92599 2.85054
H 4.81456 -1.54307 1.13396
H 5.98977 -0.48327 2.04014
H 2.56602 -1.52189 1.69708
H 2.80390 -1.88351 3.42540
H 1.24789 -0.88968 5.12079
H -0.25062 0.98593 5.79641
H -0.96524 2.69901 4.08940
H 0.01539 2.63445 1.73038
```

Calculated values
Total charge   +3
2S+1   3
Relative energy (zero: lowest compared OMol25 entry of this formula, charge and spin)   9.3 kcal per mole
⟨S²⟩   2.003
Calculated total energy   -5585.06237 Ha

Löwdin atomic charge list, values in e, 8 entries: atom 1 (Tm): 0.89, atom 2 (P): 0.75, atom 3 (P): 0.69, atom 4 (P): 0.70, atom 5 (H): 0.10, atom 6 (C): 0.09, atom 7 (C): -0.22, atom 8 (H): 0.06